Record 1
# C10H15N3

C10H15N3 as an isolated structure at a distorted geometry (ωB97M-V/def2-TZVPD, OMol25).

For the HOMO energy, the calculation gives -8.4 eV. The orbital gap is 0.3298 Ha. The value obtained for the relative energy (zero: lowest compared OMol25 entry of this formula, charge and spin) is 899.2 kJ/mol. The total energy comes out at -553.9810 hartree. As for the LUMO energy: 0.54 eV.

Structure (ORCA input):
```
! RIJCOSX wB97M-V def2-TZVPD def2/J DEFGRID3
* xyz 0 1
C -1.9430 -0.5512 1.5352
C -0.7106 1.5722 1.6843
C -0.4438 2.7994 0.9084
C -0.8369 2.4518 -0.5291
C -1.0942 0.8884 -0.3534
C 0.0597 -0.1088 -0.8722
C 1.5096 0.0329 -0.8807
C 2.2461 -1.2094 -0.8214
C 1.5733 -2.3421 -1.1001
C -0.4550 -1.2557 -1.1491
H -1.8309 -0.7593 2.8783
H -0.8659 -1.1317 1.1181
H -2.9071 -0.9922 0.8478
H 0.3579 1.2500 1.4110
H -0.8372 1.6026 2.9886
H -0.7605 3.7869 1.1648
H 0.5914 3.0858 1.2728
H 0.1733 2.6253 -1.0757
H -1.5395 3.1036 -0.9558
H -1.7699 0.3285 -1.0071
H 1.9986 1.1291 -0.9426
H 3.2580 -1.5176 -0.5771
H 3.1803 -3.2807 -1.7736
H 1.5404 -4.5700 -1.2465
H -1.3657 -1.8827 -1.2457
N -1.6911 0.8739 1.1116
N 2.3175 -3.5266 -1.1037
N 0.2451 -2.4025 -1.2872
*
```

These are the Mulliken partial charges, in e, on atoms 1 to 8: atom 1 (C): -0.59, atom 2 (C): -0.40, atom 3 (C): -0.70, atom 4 (C): -0.74, atom 5 (C): 0.08, atom 6 (C): -0.11, atom 7 (C): -0.11, atom 8 (C): -0.82

Record 2
# C10H15N3OPY

C10H15N3OPY as an isolated structure at a distorted geometry (ωB97M-V/def2-TZVPD, OMol25).

For the HOMO energy (spin up / spin down), the calculation gives -5.1 / -5.0 eV. The orbital gap (spin up / spin down) is 0.1494 / 0.1365 Ha. The total energy comes out at -1009.0193 hartree. As for the LUMO energy (spin up / spin down): -1.02 / -1.31 eV.

Structure (ORCA input):
```
! RIJCOSX wB97M-V def2-TZVPD def2/J DEFGRID3
* xyz 0 1
C 0.3592 1.1536 -3.2369
C 1.0782 -0.0690 -3.1777
C 0.0953 -1.0840 -3.4059
C -1.1532 -0.5038 -3.8131
C -0.9902 0.8798 -3.5931
Y -1.5497 1.6115 0.4755
P 0.5745 3.2315 0.1827
H 0.7828 2.1326 -3.0661
H 2.0739 -0.2154 -2.9111
H 0.2668 -2.1692 -3.2767
H -1.7359 1.6482 -3.7958
H -2.0264 -1.0182 -4.0513
H -0.2471 4.4195 -0.0414
H 1.8005 3.6771 -0.4109
H 0.8496 3.3812 1.6262
C -2.2522 -2.1394 2.5230
N -0.9218 -1.6500 2.1580
C 0.1237 -1.6542 3.0593
C 1.3115 -1.0765 2.7140
C 1.4032 -0.3421 1.5241
N 0.2399 -0.0943 0.8566
C -0.8255 -0.8665 1.0843
O -1.8910 -0.4891 0.3987
N 2.5049 0.2876 1.0988
H -2.6094 -2.8557 1.7815
H -2.9631 -1.3093 2.5762
H -2.2137 -2.6148 3.4931
H -0.0976 -2.1218 4.0225
H 2.1496 -1.1038 3.3877
H 3.3672 0.2210 1.6398
H 2.4960 0.7334 0.1780
*
```

These are the Mulliken partial charges, in e, on atoms 1 to 8: atom 1 (C): -0.43, atom 2 (C): -0.97, atom 3 (C): -0.17, atom 4 (C): -0.92, atom 5 (C): -0.65, atom 6 (Y): 0.04, atom 7 (P): -0.25, atom 8 (H): 0.57

Record 3
# C10H15N5

A 2-piece molecular cluster, C10H15N5 overall at a distorted geometry (ωB97M-V/def2-TZVPD, OMol25).

For the HOMO energy, the calculation gives -9.3 eV. The orbital gap is 0.3644 Ha. The value obtained for the relative energy (zero: lowest compared OMol25 entry of this formula, charge and spin) is 160.7 kJ/mol. The total energy comes out at -663.7465 hartree. As for the LUMO energy: 0.65 eV. As for the SMILES: [H]/N=C(/C#N)N1CCCCC1.c1cn[nH]c1.

Structure (ORCA input):
```
! RIJCOSX wB97M-V def2-TZVPD def2/J DEFGRID3
* xyz 0 1
H -2.7704 1.4225 -0.1725
N -2.3317 2.0372 0.5209
C -1.1159 1.7345 0.7300
C -0.5040 2.5640 1.8432
N -0.0955 3.2909 2.6594
N -0.3558 0.7196 0.2178
C -0.8338 -0.2607 -0.7437
C -0.6984 0.2635 -2.1797
C 0.7749 0.6710 -2.4714
C 1.3221 1.5875 -1.3813
C 1.0477 1.0328 -0.0080
H -1.8348 -0.7147 -0.3412
H -0.1645 -1.0978 -0.6179
H -1.4321 1.0627 -2.3553
H -1.0176 -0.5618 -2.8636
H 1.4354 -0.2668 -2.5730
H 0.8853 1.1134 -3.4352
H 2.3212 1.7582 -1.5724
H 0.8840 2.5076 -1.3630
H 1.7420 0.1119 0.2392
H 1.3030 1.7376 0.7145
C 0.7054 -2.9226 1.1223
C -0.6911 -3.1655 1.2872
N -1.1960 -2.1552 2.0254
N -0.1554 -1.4716 2.4410
C 1.0441 -1.8361 1.8742
H 1.4465 -3.5092 0.7838
H -1.2577 -3.9423 0.8379
H -0.3342 -0.5029 2.7458
H 1.8772 -1.2080 2.0354
*
```

These are the Mulliken partial charges, in e, on atoms 1 to 8: atom 1 (H): 0.29, atom 2 (N): -0.74, atom 3 (C): 0.85, atom 4 (C): -0.02, atom 5 (N): -0.49, atom 6 (N): 0.60, atom 7 (C): -0.99, atom 8 (C): -0.61

Record 4
# C10H15N5

A 5-piece molecular cluster, C10H15N5 overall at a distorted geometry (ωB97M-V/def2-TZVPD, OMol25).

For the HOMO energy, the calculation gives -9.6 eV. The orbital gap is 0.3733 Ha. The value obtained for the relative energy (zero: lowest compared OMol25 entry of this formula, charge and spin) is 468.4 kJ/mol. The total energy comes out at -663.6293 hartree. As for the LUMO energy: 0.53 eV. As for the SMILES: CC#N.CC#N.CC#N.CC#N.CC#N.

Structure (ORCA input):
```
! RIJCOSX wB97M-V def2-TZVPD def2/J DEFGRID3
* xyz 0 1
C -19.1621 27.0517 29.5277
C -18.0771 27.7984 30.1739
N -17.1983 28.2869 30.7509
H -20.1556 27.3787 29.8344
H -19.1069 25.9746 29.6856
H -18.9819 27.3659 28.4996
C -13.9871 22.5143 28.5748
C -15.4437 22.5907 28.8554
N -16.5805 22.6132 29.1448
H -13.7982 21.6413 27.9501
H -13.4696 22.6730 29.5209
H -13.6644 23.3644 27.9737
C -15.5599 27.6204 32.2256
C -15.5077 26.6269 31.0652
N -15.5005 25.8555 30.1881
H -14.6458 27.5138 32.8096
H -16.3917 27.3559 32.8784
H -15.7472 28.6496 31.9193
C -17.3592 24.9078 28.4395
C -17.1612 25.7238 27.2127
N -17.0271 26.3282 26.2309
H -16.8871 23.9441 28.2484
H -18.3750 24.7110 28.7825
H -16.8381 25.3542 29.2864
C -21.7232 23.7033 27.4910
C -20.3557 24.0672 27.3829
N -19.2835 24.3461 27.2505
H -21.7856 22.6183 27.5747
H -22.0706 24.1511 26.5600
H -22.1346 24.2908 28.3118
*
```

These are the Mulliken partial charges, in e, on atoms 1 to 8: atom 1 (C): -0.72, atom 2 (C): 0.48, atom 3 (N): -0.55, atom 4 (H): 0.41, atom 5 (H): 0.14, atom 6 (H): 0.23, atom 7 (C): -0.89, atom 8 (C): 0.40

Record 5
# C10H15NO

A 2-piece molecular cluster, C10H15NO overall at a distorted geometry (ωB97M-V/def2-TZVPD, OMol25).

For the HOMO energy (spin up / spin down), the calculation gives 0.9 / -3.9 eV. The orbital gap (spin up / spin down) is 0.0953 / 0.2645 Ha. The value obtained for the relative energy (zero: lowest compared OMol25 entry of this formula, charge and spin) is 18.1 kJ/mol. The total energy comes out at -519.9940 hartree. As for the LUMO energy (spin up / spin down): 3.46 / 3.33 eV.

Structure (ORCA input):
```
! RIJCOSX wB97M-V def2-TZVPD def2/J DEFGRID3
* xyz -1 2
C 0.1175 -3.4916 0.7942
C -1.1368 -3.5658 -0.1216
C 0.7489 -2.1269 0.8321
O 1.8582 -1.9218 0.3693
N -0.0676 -1.1471 1.2870
H -0.2338 -3.7945 1.7872
H 0.7847 -4.3119 0.5568
H -2.0433 -3.5221 0.4741
H 0.2483 -0.1892 1.3363
H -1.0050 -1.3937 1.5483
H -1.1654 -4.5118 -0.6455
H -1.2294 -2.7039 -0.7640
C 0.6301 3.5231 1.2237
C 1.2976 2.3938 -0.9575
C 0.3493 2.6496 0.0373
C 1.0020 1.6396 -2.0744
C -0.8952 1.9065 0.0063
C -0.3152 1.0631 -2.2145
C -1.1742 1.1405 -1.1024
H 2.2648 2.8655 -0.8076
H 1.7906 1.2847 -2.7337
H -0.0118 3.3013 2.0811
H 0.5355 4.5875 1.0118
H -1.5564 1.8865 0.8736
H -0.5654 0.6310 -3.1699
H -1.9210 0.3406 -1.1228
H 1.6932 3.4669 1.4948
*
```

These are the Mulliken partial charges, in e, on atoms 1 to 8: atom 1 (C): -0.59, atom 2 (C): -1.13, atom 3 (C): 0.28, atom 4 (O): -0.52, atom 5 (N): -0.47, atom 6 (H): 0.35, atom 7 (H): 0.39, atom 8 (H): 0.33

Record 6
# C10H15NO

A 2-piece molecular cluster, C10H15NO overall at a distorted geometry (ωB97M-V/def2-TZVPD, OMol25).

For the HOMO energy, the calculation gives -8.3 eV. The orbital gap is 0.2520 Ha. The value obtained for the relative energy (zero: lowest compared OMol25 entry of this formula, charge and spin) is 822.7 kJ/mol. The total energy comes out at -519.7476 hartree. As for the LUMO energy: -1.43 eV.

Structure (ORCA input):
```
! RIJCOSX wB97M-V def2-TZVPD def2/J DEFGRID3
* xyz 0 1
C -3.2020 -0.7219 0.7634
C -2.2981 -0.9111 -0.5903
C -0.8394 -0.6138 -0.4118
C 0.1164 -1.7311 -0.3735
C 1.4341 -1.5376 -0.0703
C 2.3639 -2.5726 0.1895
C 1.7779 -0.0396 0.1192
C 0.9139 0.9063 -0.3433
C 1.0995 2.3328 -0.1679
C -0.3151 3.0239 0.1706
H -4.2310 -1.0824 0.3896
H -3.3404 0.3478 0.9241
H -3.0683 -1.4171 1.5771
H -2.9047 -0.1758 -1.2983
H -2.4398 -1.9397 -0.8441
H -0.3863 -2.8112 -0.3117
H 2.3602 -2.7608 1.3351
H 3.4796 -2.1263 -0.1468
H 2.0372 -3.5618 -0.5700
H 3.3117 1.3476 -0.9082
H 1.4141 2.6702 0.8460
H 1.7148 2.8770 -0.8891
H -0.7658 2.2791 1.0410
H -0.8033 3.1456 -0.8975
H -0.1753 4.1803 0.7803
N -0.3632 0.6245 -0.6102
O 3.1093 0.2677 0.2971
*
```

These are the Mulliken partial charges, in e, on atoms 1 to 8: atom 1 (C): -1.05, atom 2 (C): -0.83, atom 3 (C): 0.44, atom 4 (C): -0.62, atom 5 (C): 0.56, atom 6 (C): -0.98, atom 7 (C): 0.77, atom 8 (C): 0.39

Record 7
# C10H15NO

A 2-piece molecular cluster, C10H15NO overall at a distorted geometry (ωB97M-V/def2-TZVPD, OMol25).

For the HOMO energy, the calculation gives -8.8 eV. The orbital gap is 0.3547 Ha. The value obtained for the relative energy (zero: lowest compared OMol25 entry of this formula, charge and spin) is 167.4 kJ/mol. The total energy comes out at -519.9972 hartree. As for the LUMO energy: 0.80 eV. As for the SMILES: Cc1ccccc1.CCC(N)=O.

Structure (ORCA input):
```
! RIJCOSX wB97M-V def2-TZVPD def2/J DEFGRID3
* xyz 0 1
C -0.9901 -1.2682 3.3405
C -0.7659 -1.5915 1.8670
C -0.8992 -0.5809 0.9669
C -0.4799 -0.8026 -0.3627
C -0.1381 -2.0925 -0.7193
C -0.3668 -3.1952 0.1513
C -0.4843 -2.9362 1.4789
H -2.0189 -1.2298 3.7008
H -0.2264 -0.4901 3.5253
H -0.5028 -2.0374 3.9720
H -1.2953 0.4234 1.1846
H -0.4018 -0.0365 -1.1091
H -0.0657 -2.2749 -1.7921
H -0.2627 -4.1010 -0.4623
H -0.5313 -3.6809 2.2594
C -1.1574 2.5330 -2.0165
C -0.0254 2.6835 -0.9819
C 1.2733 2.0059 -1.1970
N 2.3042 2.2921 -0.3270
O 1.5674 1.2672 -2.1221
H -1.7529 1.6568 -1.9329
H -0.9546 2.8888 -3.0513
H -1.9461 3.3871 -1.9544
H 0.1727 3.7253 -0.7985
H -0.4549 2.3162 -0.0553
H 3.2962 2.1607 -0.4140
H 2.1315 2.9154 0.4473
*
```

These are the Mulliken partial charges, in e, on atoms 1 to 8: atom 1 (C): -1.38, atom 2 (C): 0.82, atom 3 (C): -0.29, atom 4 (C): 0.05, atom 5 (C): -0.88, atom 6 (C): -0.56, atom 7 (C): -0.57, atom 8 (H): 0.32

Record 8
# C10H15NO

A 2-piece molecular cluster, C10H15NO overall at a distorted geometry (ωB97M-V/def2-TZVPD, OMol25).

For the HOMO energy, the calculation gives -8.6 eV. The orbital gap is 0.3459 Ha. The value obtained for the relative energy (zero: lowest compared OMol25 entry of this formula, charge and spin) is 223.5 kJ/mol. The total energy comes out at -519.9758 hartree. As for the LUMO energy: 0.85 eV. As for the SMILES: Cc1ccccc1.CCC(N)=O.

Structure (ORCA input):
```
! RIJCOSX wB97M-V def2-TZVPD def2/J DEFGRID3
* xyz 0 1
C -2.3238 2.9690 1.1820
C -1.7452 1.8649 0.3084
C -2.0464 0.4236 0.4127
C -1.5669 -0.3925 -0.6129
C -0.8188 0.0494 -1.6350
C -0.4281 1.4697 -1.8169
C -0.9259 2.1920 -0.7422
H -3.3807 2.6028 1.1944
H -2.2483 3.9051 0.6612
H -1.8537 3.1850 2.1028
H -2.4138 0.0442 1.3392
H -1.7039 -1.5134 -0.4276
H -0.5448 -0.6496 -2.5001
H -0.1055 1.8076 -2.7056
H -0.5700 3.2720 -0.7577
C 2.1367 -1.0450 1.4716
C 2.6576 -1.3571 0.0223
C 1.6349 -2.0728 -0.7492
N 0.9248 -3.0655 -0.0516
O 1.5266 -1.7877 -1.9308
H 2.0253 -2.0548 1.9676
H 1.1625 -0.5219 1.5073
H 2.6628 -0.3228 2.0469
H 2.9139 -0.3500 -0.5359
H 3.6096 -1.9005 -0.0439
H 0.2849 -3.6801 -0.5833
H 1.1361 -3.0716 0.8762
*
```

These are the Mulliken partial charges, in e, on atoms 1 to 8: atom 1 (C): -1.22, atom 2 (C): 0.55, atom 3 (C): -0.34, atom 4 (C): -0.21, atom 5 (C): -0.11, atom 6 (C): -1.18, atom 7 (C): 0.00, atom 8 (H): 0.31